(1)
63
Properties=species:S:1:pos:R:3:forces:R:3:lowdin_charge:R:1 method="wB97M-V/def2-TZVPD" de_lowest_kcal_mol=28.2 total_charge=+2 lumo_ev=-7.329 max_force_ev_per_a=4.25 homo_ev=-13.85 energy_ha=-2696.06073
Zr 10.17652 12.76203 8.71416 -2.598 1.676 1.857 1.71
S 10.66687 11.09755 12.74722 -0.378 1.300 -1.658 0.73
S 8.29077 14.85300 7.95968 -0.933 -0.316 0.161 0.74
S 11.36047 13.36133 10.93170 0.586 0.631 -1.628 0.67
O 9.74305 11.12103 7.62062 -0.377 -2.046 0.399 -0.24
O 8.02186 14.95275 6.54089 0.050 0.347 1.693 -0.24
O 9.16270 11.93570 10.65206 1.007 0.025 1.143 -0.47
O 7.99404 13.48088 8.56765 1.301 0.549 -0.320 -0.43
N 9.89716 14.86172 8.31724 -1.074 -0.351 -0.413 -0.29
N 11.79854 13.31762 7.44080 1.527 0.749 -1.893 -0.08
C 11.71967 17.33518 6.11657 -0.450 0.152 0.233 -0.03
C 11.47861 9.69660 5.46719 -0.212 -0.104 0.423 0.00
C 6.16897 16.64233 8.56733 1.266 0.773 -0.448 -0.03
C 10.38992 12.11635 11.45104 -1.434 -3.198 2.400 -1.35
C 10.83205 6.48419 8.35942 0.596 -1.458 0.824 0.01
C 10.76326 16.88672 7.10318 -0.748 -2.000 -0.398 0.06
C 8.03595 16.61693 10.11098 0.659 -0.066 0.881 -0.09
C 12.91515 15.17108 6.25904 -1.710 2.135 0.268 -0.13
C 7.94486 11.60277 11.52215 1.154 -0.021 -0.813 0.01
C 12.86345 12.53631 7.09229 0.028 0.299 1.868 -0.09
C 9.78447 7.82284 10.08448 -0.992 0.285 0.302 -0.03
C 12.77652 16.54322 5.76602 0.340 -1.291 0.490 0.01
C 6.27968 18.28279 10.32360 0.101 -0.193 -0.279 -0.05
C 5.69896 17.84129 9.14284 -0.293 -1.402 -0.269 -0.04
C 11.83553 14.65353 6.98710 -0.720 -0.352 1.204 -0.12
C 9.60192 9.87843 8.06261 1.400 1.484 -0.362 -0.05
C 10.44989 7.73597 8.72382 -2.049 -0.081 -0.103 -0.17
C 11.11884 8.59658 6.49163 0.290 1.273 -0.315 -0.15
C 14.06295 14.42276 6.24568 1.015 -0.055 -0.613 0.04
C 11.37213 6.24317 7.08796 0.816 -0.138 0.332 -0.19
C 11.91911 4.91806 6.69698 0.141 -1.941 -0.517 -0.03
C 7.41802 16.12919 8.99155 -0.697 -0.651 -1.414 -0.26
C 14.04216 13.10892 6.63253 0.327 -1.102 0.078 -0.01
C 10.79205 15.52075 7.47039 1.029 1.468 -1.028 -0.27
C 7.43286 17.66610 10.79564 0.557 0.684 1.006 -0.05
C 10.45925 8.81909 7.74675 -0.494 -0.552 0.811 -0.10
C 11.50562 7.32033 6.21474 0.670 -0.090 -1.349 0.00
H 11.06638 4.19972 6.53954 0.667 0.539 0.336 0.12
H 5.78435 19.07692 10.86232 0.346 0.247 0.059 0.12
H 7.13340 11.87394 10.88475 -0.601 0.005 -0.410 0.08
H 10.72040 9.76935 4.63961 0.743 0.018 0.831 0.12
H 5.70334 16.18754 7.71086 -0.214 0.147 -0.269 0.11
H 11.99398 7.18672 5.23264 -0.267 -0.248 0.681 0.15
H 8.01246 12.29088 12.35540 -0.056 -0.221 0.225 0.09
H 8.64275 7.97044 10.04409 1.617 -0.364 -0.138 0.13
H 14.97141 14.92785 5.95046 0.241 -0.246 -0.171 0.15
H 9.85395 17.45682 7.43514 1.320 -0.211 -0.391 0.14
H 12.48583 9.49111 5.04218 -0.805 -0.156 0.095 0.10
H 11.58971 18.31200 5.61766 0.160 -0.552 0.626 0.13
H 7.94075 10.53648 11.81099 0.211 0.741 -0.170 0.09
H 13.57043 16.85725 5.10432 -0.127 0.357 -0.107 0.12
H 11.59145 10.65702 5.99548 -0.461 -0.356 -0.526 0.03
H 7.93896 18.07748 11.69859 -0.568 -0.530 -0.714 0.13
H 10.74158 5.65776 9.13253 0.274 1.016 -1.283 0.16
H 9.99494 6.90740 10.65960 -0.297 0.291 -0.378 0.09
H 10.17021 8.62269 10.70736 0.100 0.384 -0.010 0.06
H 12.45741 4.90771 5.73576 -0.363 0.462 0.240 0.09
H 4.84907 18.36793 8.69569 0.215 -0.421 0.324 0.13
H 12.91811 11.48666 7.48202 -0.446 1.012 -0.538 0.14
H 8.80758 9.72565 8.79804 0.133 0.046 -0.107 0.14
H 8.93689 16.14732 10.51602 -0.122 0.339 -0.297 0.12
H 12.65119 4.39879 7.38579 -1.097 0.930 -0.159 0.12
H 14.93874 12.48273 6.66644 -0.308 0.353 -0.300 0.14

***

(2)
107
Properties=species:S:1:pos:R:3:forces:R:3:lowdin_charge:R:1 method="wB97M-V/def2-TZVPD" total_charge=-1 lumo_ev=1.894 max_force_ev_per_a=1.76 homo_ev=-3.82 energy_ha=-3304.55538
Si -2.24101 3.50677 2.65638 0.855 0.078 0.639 0.21
Si 0.18855 5.23289 2.98361 -0.372 -0.889 0.414 0.21
F -7.35191 -2.75033 -2.40726 -0.023 -0.261 -0.268 0.16
F -5.87428 -4.42369 -0.64911 -0.176 0.032 -0.080 0.14
F -3.67716 -0.43305 -2.96405 0.075 -0.081 0.013 0.09
F -6.89445 -0.29369 -2.57191 0.020 -0.060 0.172 0.14
F -6.89026 -2.14494 -0.37097 -0.028 0.131 0.014 0.16
F -5.12219 -4.07511 -2.64851 0.137 -0.017 -0.292 0.11
F -5.30742 -0.29420 -1.10052 0.329 -0.051 0.181 0.16
F -5.31376 -0.54233 -4.40555 -0.082 0.086 -0.054 0.11
O -3.44033 -4.11196 -0.06982 0.290 0.021 -0.288 -0.10
O 3.35863 -5.12882 -0.71334 -0.055 -0.086 0.067 -0.01
O 2.10901 -4.96013 -1.40110 0.154 0.179 0.025 -0.11
O 0.41988 2.21772 -3.34597 0.073 -0.290 0.046 -0.04
O -0.07792 -3.53610 -1.99315 -0.155 0.298 0.124 0.08
O 0.42972 -0.38942 -1.31244 -0.210 0.184 -0.562 -0.03
O 0.54747 -2.42535 -3.80270 -0.026 0.067 -0.149 0.16
N 1.00156 -1.65326 0.93661 0.272 -0.312 -0.186 0.03
N -0.76361 3.90089 3.33722 -0.251 0.451 -0.523 -0.23
C -6.36471 -2.35458 -1.59416 0.373 0.301 0.337 -0.38
C 7.55328 -0.82350 -1.52938 0.422 -0.061 -0.145 -0.11
C 1.17883 -2.40588 -0.29308 -0.162 0.622 0.242 -0.16
C 2.08299 -1.90387 1.88807 -0.153 0.047 0.655 -0.23
C 0.53489 -2.50728 -2.61057 -0.241 0.303 -0.085 -0.38
C 1.75323 5.16922 4.05324 0.089 0.289 -0.156 -0.21
C -1.01546 -3.80802 0.25900 -0.386 0.135 -0.324 -0.05
C -2.85465 1.88765 3.43502 -0.285 0.054 -0.222 -0.20
C 1.17689 -1.53214 -1.60857 0.437 -1.421 0.935 -0.32
C 6.91392 -0.82846 -0.30625 -0.396 -0.019 0.335 -0.09
C 1.82941 0.32757 3.13273 0.028 0.060 0.391 -0.24
C 0.23615 -3.60453 -0.59391 0.736 -0.809 0.410 -0.33
C -4.79904 -1.10708 -3.29912 0.071 0.113 -0.031 -0.28
C -3.96916 -3.04845 -0.81825 -0.136 -0.032 0.152 -0.09
C 1.07002 -4.89762 -0.43445 -0.260 -0.182 -0.042 -0.12
C -2.14601 -4.52918 -0.50292 -0.104 -0.131 0.204 -0.16
C -5.31164 -3.48491 -1.44017 0.036 -0.160 0.710 -0.41
C -2.17025 3.20441 0.78402 -0.409 -0.117 -0.097 -0.20
C 0.74892 0.99918 4.00711 0.528 -0.230 -0.011 -0.10
C 1.87965 -1.20842 3.23624 -0.540 0.313 -0.915 -0.19
C 0.34384 0.78788 -3.52286 0.006 0.709 -0.098 -0.38
C 5.54405 -0.59519 -0.23180 0.014 -0.025 -0.359 -0.04
C -5.82400 -0.98586 -2.11689 -0.647 0.038 -0.634 -0.37
C -0.39404 0.15859 -2.33833 -0.110 0.097 -0.148 -0.11
C 3.31906 -0.13931 -1.36871 0.589 -0.174 -0.217 -0.10
C 4.82155 -0.35480 -1.39181 -0.496 0.133 -0.060 -0.23
C -0.37366 0.58156 -4.83773 0.018 -0.158 -0.017 -0.04
C 0.79377 5.30901 1.18352 0.190 0.320 0.016 -0.20
C 5.47709 -0.34223 -2.62151 0.230 -0.087 0.187 -0.04
C 2.61551 -1.30484 -2.08057 -0.214 0.703 -0.146 -0.09
C -0.62957 6.90676 3.35071 0.288 0.220 -0.121 -0.21
C 6.84188 -0.57638 -2.69418 -0.436 0.021 -0.006 -0.08
C -3.61512 4.78180 2.95572 -0.295 -0.196 -0.219 -0.21
H -2.14218 1.08245 3.25040 0.016 -0.050 0.030 -0.01
H 2.62450 -1.12081 -3.15510 -0.025 -0.052 -0.047 0.11
H 0.92643 -1.56888 3.63306 0.064 -0.091 0.266 0.10
H 2.80167 0.70323 3.45612 0.106 0.062 -0.160 0.09
H -1.32791 2.55071 0.54558 0.063 0.001 0.004 0.01
H 2.95631 0.00603 -0.35357 -0.064 -0.055 0.081 0.11
H -4.60173 4.37525 2.69852 0.010 0.044 0.015 0.01
H -3.30004 -2.74631 -1.62695 0.029 0.018 -0.065 0.13
H 1.50376 -4.95318 0.56162 0.009 0.154 0.078 0.13
H -1.15094 -0.55774 -2.67679 0.229 -0.221 -0.036 0.11
H -3.46657 5.67938 2.35049 0.052 0.045 0.041 0.00
H -1.39508 0.95423 -4.76193 -0.029 0.091 -0.073 0.09
H 2.69191 -1.50810 3.89437 -0.096 -0.194 0.196 0.11
H -0.04518 1.44310 3.42032 -0.067 0.077 0.008 0.02
H 7.45278 -1.02408 0.60997 0.174 -0.001 -0.015 0.10
H -2.96083 2.01205 4.51498 0.052 -0.012 0.020 0.02
H 4.90878 -0.16076 -3.52367 -0.026 0.056 -0.081 0.11
H -2.06694 -4.39419 -1.57898 0.088 0.049 -0.024 0.12
H -3.63496 5.07352 4.00749 0.046 0.021 0.014 0.01
H 0.10254 7.72412 3.33011 -0.046 0.003 0.005 0.01
H -1.40264 7.14397 2.61570 -0.061 -0.035 0.021 0.00
H -2.08974 -5.59852 -0.30708 -0.083 -0.064 0.007 0.13
H 2.31189 4.25192 3.85062 -0.011 -0.029 0.018 0.00
H 1.69609 0.64216 2.09816 -0.009 -0.103 -0.102 0.09
H 0.09273 -1.74228 1.36642 -0.030 0.082 -0.049 0.11
H -0.94633 0.96324 -1.85712 -0.049 0.025 0.149 0.14
H -1.08946 6.89080 4.34068 -0.034 -0.032 0.007 0.01
H 3.01364 -1.53172 1.45754 0.103 -0.102 -0.183 0.10
H 0.32857 0.29248 4.72577 -0.050 -0.021 0.021 0.07
H 2.15399 -2.86683 -0.16574 0.242 0.118 -0.438 0.12
H 0.15788 1.11348 -5.62345 -0.088 0.168 -0.037 0.08
H 1.37108 0.43121 -3.60813 -0.065 -0.336 0.095 0.12
H 8.61584 -1.01949 -1.58014 0.053 0.016 0.004 0.10
H 3.83980 -4.32624 -0.96136 -0.067 0.049 -0.079 0.09
H -0.74630 -4.43439 1.10883 0.089 0.128 0.179 0.13
H 0.43603 -5.78186 -0.55754 -0.055 0.017 -0.153 0.14
H 3.16891 -2.23310 -1.94875 0.031 -0.135 0.116 0.12
H 7.31483 -0.57394 -3.66549 0.204 -0.006 0.015 0.10
H 2.41447 6.02191 3.85742 0.031 -0.044 0.047 0.01
H 2.19406 -2.97991 2.08933 0.203 -0.077 -0.105 0.11
H 5.01119 -0.60224 0.70874 0.121 0.017 0.168 0.10
H -2.05081 4.13933 0.23159 0.082 0.012 -0.002 0.01
H -4.10876 -2.18073 -0.17443 -0.199 0.038 0.075 0.15
H 1.18733 4.33661 0.87848 -0.026 -0.040 0.005 0.01
H -0.01341 5.58369 0.50009 -0.037 -0.062 -0.017 0.00
H -3.82351 1.57829 3.03023 -0.055 -0.038 0.012 0.01
H -0.40042 -0.46951 -5.11606 0.001 -0.104 0.125 0.07
H 3.13005 0.77933 -1.92509 -0.272 0.099 0.125 0.12
H -1.40801 -2.88300 0.68194 -0.023 0.144 -0.226 0.13
H -3.08791 2.72544 0.41880 0.030 0.002 -0.040 0.01
H 1.59273 6.05110 1.05992 -0.019 -0.027 -0.034 0.01
H 0.77288 2.38195 -2.46461 -0.007 0.135 0.029 0.09
H 1.19925 1.81287 4.56879 -0.197 0.164 0.066 0.06
H 1.48431 5.18223 5.11187 -0.010 -0.043 0.014 0.01
H -4.54472 -2.13524 -3.54952 0.058 -0.019 0.092 0.16